# 1
A cluster of 2 separate species, C5H11O2 in total. Source: the Open Molecules 2025 dataset; level of theory: ωB97M-V with the def2-TZVPD basis set.

Output
Spin multiplicity = 2
<S²> = 0.754
Energy above the lowest of the compared OMol25 structures with the same formula, charge and spin = 34.5 kJ/mol

Each line ends with the Mulliken spin population.
Element x y z (Å)
H: -1.1591 1.7423 0.4283  -0.01
H: 1.8460 -2.3819 -1.9497  0.00
H: -0.1158 2.9930 1.0527  0.02
C: 1.1649 -2.4026 -1.1021  0.00
H: -1.0851 0.2064 -1.0828  0.00
H: 0.3619 -0.8888 0.3406  0.00
C: -0.9626 2.3458 1.3011  0.05
C: -0.4155 1.6042 2.5169  -0.02
H: -1.0467 -1.2222 -2.0992  0.00
H: 0.0125 0.1038 -2.4210  0.00
H: 0.3028 -2.9879 -1.4265  0.00
H: 1.6145 -2.9085 -0.2465  0.00
C: 0.7181 -1.0006 -0.6863  0.00
C: -0.4192 -0.4844 -1.6036  0.00
O: -1.3632 0.9719 3.1049  0.90
H: 1.5746 -0.3428 -0.7341  0.00
H: -1.7609 2.9589 1.7099  0.00
O: 0.7327 1.6935 2.8974  0.05

***

# 2
An isolated molecule of ClFN2O2. Source: the Open Molecules 2025 dataset; level of theory: ωB97M-V with the def2-TZVPD basis set.

Output
Energy above the lowest of the compared OMol25 structures with the same formula, charge and spin = 85.2 kJ/mol
SMILES = [O-]/[N+](=N\F)OCl

Each line ends with the Mulliken charge.
Element x y z (Å)
N: 0.1437 0.9592 0.4385  -0.26
N: -0.1161 -0.1232 -0.0989  1.07
O: -0.5158 -0.5227 -1.1591  -0.56
F: -0.2948 2.0790 -0.2349  -0.13
O: 0.1919 -1.1462 0.8518  -0.25
Cl: 1.3253 -2.2779 0.1904  0.12

***

# 3
A structure of composition C3H4Cl2INO. Source: the Open Molecules 2025 dataset; level of theory: ωB97M-V with the def2-TZVPD basis set.

Output
Energy above the lowest of the compared OMol25 structures with the same formula, charge and spin = 383.8 kJ/mol

Each line ends with the Mulliken charge.
Element x y z (Å)
C: -1.8165 0.3049 -0.0285  -0.47
H: 2.1823 0.1116 -1.9901  0.21
Cl: -2.1240 0.3113 1.7909  -0.23
I: -1.8715 -1.8052 -0.7546  -0.03
C: 1.4428 -0.1850 -1.1213  -0.36
Cl: -3.3063 1.1654 -0.6106  -0.20
H: 0.3470 -0.0170 -1.0618  0.17
H: 1.5728 -1.3065 -1.0289  0.32
H: -0.5276 0.3641 1.9225  0.43
N: 0.5919 0.3368 1.8464  -0.19
O: 2.1370 0.3426 0.0167  -0.28
C: 1.3721 0.3770 1.0193  0.63

***

# 4
A structure of composition C3H2I3N. Source: the Open Molecules 2025 dataset; level of theory: ωB97M-V with the def2-TZVPD basis set.

Output
Energy above the lowest of the compared OMol25 structures with the same formula, charge and spin = 297.1 kJ/mol

Each line ends with the Mulliken charge.
Element x y z (Å)
C: -0.8246 -1.0126 1.3144  0.40
I: -2.0522 1.2165 -0.3578  0.27
H: 1.4680 0.6055 0.7568  0.33
C: 1.5784 0.6948 -0.4034  -0.85
N: -0.3282 -1.1467 2.3484  -0.41
I: -1.5627 -2.2053 -1.3910  0.12
H: 1.7039 -0.1087 -1.0009  0.45
C: -1.1080 -0.5317 -0.0070  -0.47
I: 1.1255 2.4882 -1.2595  0.15

***

# 5
An isolated molecule of C10H14N2O3. Source: the Open Molecules 2025 dataset; level of theory: ωB97M-V with the def2-TZVPD basis set.

Output
Energy above the lowest of the compared OMol25 structures with the same formula, charge and spin = 698.4 kJ/mol
SMILES = C=C1C=CC=C[C@@H]1O/[N+]([O-])=C(\N)[C@H](C)O

Each line ends with the Mulliken charge.
Element x y z (Å)
C: -0.2750 1.2717 0.0317  0.07
H: 0.3156 3.8850 0.2974  0.40
O: -2.3521 0.5131 -0.3196  -0.80
C: 1.7056 -3.0697 -1.2161  -0.51
O: 0.1451 1.7654 2.3149  -0.50
N: 1.0458 1.3339 -0.3657  -0.38
H: -1.3263 4.1672 0.2690  0.31
H: 2.6488 -3.5695 -1.3505  0.40
C: -0.6343 2.1589 1.2430  0.20
H: -1.7519 1.9849 1.2888  0.25
H: 1.7557 1.6702 0.1403  0.14
H: 2.1237 -2.0796 0.6406  0.38
C: 1.4293 -2.3186 -0.1513  -0.63
H: 0.1242 -1.6407 2.2697  0.29
C: -0.3842 -2.4978 -2.3482  -1.10
C: 0.7891 -3.1826 -2.3031  -0.11
H: -0.6315 4.1258 1.8477  0.52
H: -1.8514 -1.7999 -1.0143  0.31
C: -0.7857 -1.6342 -1.2312  0.79
O: -0.7027 -0.2781 -1.6839  -0.49
H: -0.9011 -2.2308 -3.2850  0.35
H: 0.5782 2.5781 2.5930  0.38
H: 1.1252 -3.7323 -3.2425  0.27
N: -1.1294 0.5686 -0.5946  0.78
C: -0.2713 -1.4223 1.2216  -0.89
H: -1.2971 -1.0330 1.3656  0.33
C: 0.1099 -1.7075 0.0122  0.48
H: 1.1845 0.5997 -1.0491  0.32
C: -0.5165 3.6144 0.9310  -1.55

***

# 6
A structure of composition C4H10O. Source: the Open Molecules 2025 dataset; level of theory: ωB97M-V with the def2-TZVPD basis set.

Output
Energy above the lowest of the compared OMol25 structures with the same formula, charge and spin = 524.2 kJ/mol

Each line ends with the Mulliken charge.
Element x y z (Å)
H: 1.4092 0.8464 -1.5548  0.02
C: -1.1964 -0.4441 -0.2476  -0.48
C: 1.2767 -0.7539 -0.0862  -1.00
H: 2.2763 -0.4828 0.2459  0.37
H: -2.0653 -2.1430 -0.6166  0.32
O: -1.3349 -1.8397 -0.0623  -0.51
H: -0.7055 1.9509 0.9058  0.30
C: 0.2088 1.4437 0.5946  -1.37
H: -2.0000 0.1107 0.2669  0.28
H: 1.0691 1.5272 -1.3639  0.03
H: 1.1267 -1.7698 -0.4364  0.26
H: -1.2220 -0.1635 -1.3126  0.28
C: 0.1572 0.0110 0.2768  0.91
H: 0.1581 0.0337 1.4488  0.16
H: 1.1443 1.8806 0.9398  0.41

***

# 7
A cluster of 2 separate species, C29H41Cl3F3IN2O3PS in total. Source: the Open Molecules 2025 dataset; level of theory: ωB97M-V with the def2-TZVPD basis set.

Output
Total charge = +1

Each line ends with the Mulliken charge.
Element x y z (Å)
O: 0.0541 -6.3226 -3.0218  -0.40
H: 2.5463 -3.2063 3.9244  0.27
H: 6.1330 -0.1866 4.4282  0.35
H: -0.5271 -7.5707 -4.6169  0.32
H: -1.4059 7.6351 -0.7480  0.32
C: -1.8496 5.6181 -0.7058  0.31
H: -0.9590 -3.1158 -5.3924  0.43
H: -0.5347 -2.8048 -2.9248  0.07
H: -3.7075 5.8538 -2.8598  0.30
C: 5.1735 -1.1669 1.7957  -0.34
C: -3.9908 2.0429 2.4132  0.42
Cl: 2.2568 6.1723 1.4192  -0.22
C: 0.9421 -5.6521 -3.9261  -0.64
C: 2.3159 1.2259 2.9504  -0.76
O: -1.9101 6.9633 -1.3072  -0.50
C: -0.8917 -7.1762 -3.6633  -0.66
H: -4.3188 3.5110 4.2663  0.35
H: 2.0153 -4.8197 2.9486  0.29
C: -2.7374 0.9950 2.3981  -0.43
H: -0.5488 -4.7099 -6.0377  0.37
H: -1.1592 7.2299 3.1455  0.35
H: 0.8348 -3.4730 -2.2459  0.34
F: -2.0038 -0.8323 -3.5486  -0.27
C: -3.5643 1.5239 -1.2216  -0.43
H: -4.7061 1.7450 -0.9677  0.45
C: 0.1962 -0.7958 1.4648  -1.37
C: -2.0362 0.6560 -3.3640  0.83
C: -3.6818 4.6978 -2.6137  -1.22
C: -2.7242 4.3316 -1.3167  0.20
P: 0.1943 6.6983 1.4658  0.29
N: 0.0261 -3.6588 -2.8519  -0.08
C: 5.1112 0.3213 4.0830  -1.42
C: 0.4464 -4.2211 -4.1751  0.27
H: -3.8107 2.0771 -3.5312  0.27
H: 2.9863 2.0391 3.4972  0.11
F: -0.8586 1.0484 -2.5598  -0.23
C: 2.8189 -0.3441 2.6894  0.36
S: 0.2556 3.5515 2.7370  -0.14
H: -0.5282 -4.3842 -2.3631  0.43
C: -0.3114 0.7747 1.7374  -0.71
C: 0.8205 1.7451 2.4715  0.73
H: 3.7342 -4.0686 2.7416  0.20
C: -0.8769 3.8298 1.2230  0.06
H: -4.7721 4.3375 -2.3804  0.29
C: 2.1638 -2.8765 1.5937  -0.12
Cl: -2.0722 0.9297 4.1451  -0.12
H: 7.1626 -0.7523 0.7065  0.36
H: 1.1028 -6.2092 -4.8551  0.43
C: -2.7077 2.8146 -0.6965  0.07
H: -3.2087 4.1812 -3.5799  0.24
F: -1.8765 1.2199 -4.7563  -0.30
H: 5.3069 1.3155 3.4906  0.27
H: -2.5492 3.6404 3.4466  0.14
H: 1.3643 -3.5069 0.9943  0.11
H: -1.6576 -4.5582 -4.6628  0.35
C: 1.7104 -1.3368 1.9259  0.67
H: 7.3449 -0.5592 2.5770  0.24
C: -3.6902 3.4402 3.2824  -0.66
H: 4.5268 0.5345 5.1012  0.36
C: -0.7476 -4.1533 -5.1153  -1.46
C: 2.5877 -3.7752 2.8981  -0.89
H: -4.0837 4.3168 2.5736  0.23
H: -4.2607 0.3226 -3.0226  0.38
C: -0.8937 5.3435 0.5972  0.15
C: 6.5976 -0.3629 1.6741  -1.07
H: -1.8256 -6.6310 -3.8156  0.27
H: 4.3332 -1.8039 3.8178  0.19
C: -1.7554 2.5408 0.6526  -0.78
H: 3.1049 -2.7958 0.8634  0.21
H: 1.2563 -3.5887 -4.5557  0.34
H: -1.0990 -8.0170 -2.9937  0.24
N: -1.7012 1.1985 1.3314  1.29
H: -3.3102 0.5146 -0.6486  0.10
I: -1.2927 -2.0795 0.4366  -0.14
H: 6.4088 0.7876 1.4976  0.25
C: 4.3134 -0.8260 3.1655  0.89
H: -3.2093 -0.0857 2.2089  0.45
O: -0.2307 6.8105 3.1853  -0.53
H: -4.4842 2.2557 1.3692  -0.03
H: 1.9111 -5.5989 -3.4142  0.36
H: 5.3331 -2.3265 1.6679  0.17
Cl: -5.3525 1.1777 3.4036  -0.18
H: 4.5122 -0.8185 0.8722  0.24
C: -3.4790 1.2028 -2.8191  -0.88

***

# 8
An isolated molecule of C2H2Cl2S. Source: the Open Molecules 2025 dataset; level of theory: ωB97M-V with the def2-TZVPD basis set.

Output
Energy above the lowest of the compared OMol25 structures with the same formula, charge and spin = 116.6 kJ/mol
SMILES = S=CC(Cl)Cl

Each line ends with the Mulliken charge.
Element x y z (Å)
C: -0.6623 -0.6068 0.5405  -0.28
S: -2.2104 -0.1228 0.4795  -0.14
Cl: -0.1309 1.8088 -1.2044  -0.14
Cl: 1.7939 0.6006 0.7461  -0.12
C: 0.5714 0.2567 -0.4187  0.02
H: -0.3336 -1.4704 1.0743  0.35
H: 0.9719 -0.4661 -1.2173  0.31

***

# 9
A structure of composition C12H17IN2Pd. Source: the Open Molecules 2025 dataset; level of theory: ωB97M-V with the def2-TZVPD basis set.

Output
Spin multiplicity = 5
<S²> = 6.017
Energy above the lowest of the compared OMol25 structures with the same formula, charge and spin = 0.0 kJ/mol
Total charge = +2

Each line ends with the Mulliken spin population.
Element x y z (Å)
H: 0.5743 -0.5217 2.4599  -0.01
C: -0.5748 -3.7359 -2.6378  0.07
H: -0.5175 -2.6367 -2.6099  0.00
C: -3.2817 2.5979 -0.2809  0.00
H: 2.2548 -1.0880 -0.2700  -0.01
C: -2.5320 1.4453 -0.5559  0.00
H: -0.0007 3.8526 4.3883  0.00
C: 0.3058 -4.3877 -1.5845  0.01
N: 0.5659 0.1474 1.6969  0.16
C: -1.1663 1.7802 1.3292  0.04
H: -3.5224 4.2513 1.0869  0.00
Pd: -0.2068 -0.6154 -0.2287  1.51
H: -1.6231 -4.0017 -2.5098  0.00
C: -0.3280 3.2697 3.5300  0.01
C: -1.8826 2.9793 1.6608  0.01
H: 0.2509 -3.8635 -0.6335  0.00
N: -1.5378 1.0469 0.2335  0.20
H: 1.5563 0.3241 1.5334  -0.01
H: -2.6953 0.8390 -1.4475  0.01
C: 0.3707 2.0925 3.2009  0.03
H: 1.4117 -2.2844 -1.3342  0.02
H: -0.2617 -4.0396 -3.6388  0.00
H: 1.3500 -4.4069 -1.9118  0.00
C: 1.3908 -1.7484 -0.3810  0.59
I: -0.3326 -0.1777 -2.8314  1.22
H: 0.0085 -5.4266 -1.4178  0.01
C: -1.4258 3.7041 2.7959  0.04
H: 1.3106 -2.4356 0.4741  0.04
C: -0.0782 1.3650 2.1153  0.02
H: -1.9568 4.6281 3.0538  0.00
H: -4.0869 2.8507 -0.9584  0.00
C: -2.9547 3.3585 0.8245  0.03
H: 1.2484 1.7657 3.7589  0.00

***

# 10
An isolated molecule of C2H4N2. Source: the Open Molecules 2025 dataset; level of theory: ωB97M-V with the def2-TZVPD basis set.

Output
Energy above the lowest of the compared OMol25 structures with the same formula, charge and spin = 144.2 kJ/mol
SMILES = CN=C=N

Each line ends with the Mulliken charge.
Element x y z (Å)
N: -0.6254 -0.0896 0.0959  -0.29
C: -1.8394 0.0142 0.0570  0.43
H: 1.2346 -0.7072 -0.7178  0.24
H: -3.6341 0.0288 -0.7262  0.22
H: 1.3060 0.8548 0.1899  0.24
N: -3.1058 0.0923 0.1247  -0.65
H: 1.1631 -0.7032 1.0812  0.24
C: 0.9413 -0.1629 0.1681  -0.44

***

# 11
A structure of composition C44H39Cl2InN7O5S3. Source: the Open Molecules 2025 dataset; level of theory: ωB97M-V with the def2-TZVPD basis set.

Output
Energy above the lowest of the compared OMol25 structures with the same formula, charge and spin = 137.2 kJ/mol
Total charge = -1

Each line ends with the Mulliken charge.
Element x y z (Å)
H: -1.3017 4.2078 -2.5510  0.15
C: 3.4562 -1.4791 4.2929  -0.45
C: -5.2900 -1.0121 -3.8776  -0.92
N: 1.6713 -0.6385 3.1165  0.44
C: -3.7323 -1.9079 -1.7165  0.87
N: 2.5257 -1.9542 0.7328  0.51
S: -2.5403 1.5777 0.7387  -0.19
C: 2.8365 -3.0945 -1.4842  0.09
N: 2.1696 0.0847 -1.6789  -0.16
H: -5.4382 -3.1234 -1.2584  0.33
H: -4.6388 -6.4572 -1.5987  0.45
C: 2.8174 -1.3814 3.0875  -0.23
H: 3.4424 -4.2385 -3.1758  0.49
H: 5.4451 -5.1780 -2.1144  0.38
H: 3.8277 7.8155 -0.4318  0.38
C: -2.2017 4.4394 -1.9718  -0.53
N: 4.3020 -2.8490 1.7281  0.01
H: 0.3644 3.8317 6.2976  0.37
H: 0.5567 0.4131 4.5456  0.53
H: -0.6749 2.1221 2.5048  0.27
C: -5.7994 -1.9404 -2.9957  -0.89
H: -1.7549 0.3421 -1.6478  -1.05
Cl: -4.3612 -2.3365 2.1625  -0.16
C: -1.9181 -3.9334 0.7684  0.19
C: 1.4084 2.6033 2.7510  1.53
H: 2.8705 2.0434 -0.3376  0.08
C: 4.3070 -3.3370 0.4388  0.14
O: 0.2602 1.9340 -1.3810  -0.03
C: 2.5419 2.6956 0.4653  -0.44
C: -1.0433 -5.0431 0.2725  -1.33
H: -1.6052 -5.9123 -0.0601  0.33
H: 4.9425 5.9915 -1.6818  0.38
H: 3.4068 3.1081 3.3722  0.46
H: -5.9348 -4.6357 2.0682  0.44
N: -3.0424 -2.3336 -0.6006  0.78
H: -3.6004 0.1907 -4.3786  0.41
H: 1.9354 -2.6878 -1.9300  0.57
In: 0.5619 0.1915 0.3619  1.09
H: -5.8826 -0.6539 -4.7098  0.36
C: 4.8183 -4.4999 -1.5495  -0.43
H: -6.0397 -6.5252 0.4642  0.37
O: 0.8780 2.8903 -3.3243  -0.87
C: 3.2051 -2.0266 1.8438  0.03
H: -1.0243 6.0482 -1.0870  0.36
H: -6.7999 -2.3332 -3.1321  0.40
C: 1.8292 2.1911 1.4596  -1.38
C: 0.6550 3.4744 5.3178  -0.47
C: 1.4119 -0.1916 4.2889  -0.42
C: -4.0011 -0.5385 -3.6837  -0.73
C: 2.5696 6.4742 0.6798  -1.04
H: 2.0571 7.2689 1.2088  0.40
C: 3.6750 -3.9623 -2.1560  -0.94
C: -5.3258 -5.7293 0.3118  -0.84
C: 3.1713 -2.7677 -0.1704  -0.04
H: -2.7282 6.0390 -0.5670  0.39
C: -1.8343 -0.2633 -2.5586  0.46
O: 0.1310 -1.2144 -3.5748  -0.76
C: -4.5129 -5.7048 -0.8313  -0.22
Cl: -2.6902 -4.6629 -2.4883  -0.14
H: -1.3339 2.9059 4.7397  0.44
C: -1.8783 5.4171 -0.8506  -0.58
C: -0.2950 2.9668 4.4378  -0.92
O: -1.6037 -3.2305 1.6893  -0.51
H: -0.3263 -5.3015 1.0486  0.47
H: 1.6384 -0.6450 -2.1544  -0.04
H: 2.4589 1.1558 -3.4093  0.32
C: -2.2494 2.9700 -0.0976  0.26
C: 1.9899 3.5127 4.9280  -0.77
C: 0.0698 2.5296 3.1779  -0.18
C: -0.5339 -1.1045 -2.5402  0.22
C: 3.5554 6.7836 -0.2478  -0.42
C: 2.2317 5.1549 0.9324  0.02
H: -2.9237 2.4457 -1.9139  0.25
C: 4.1838 5.7612 -0.9436  -0.67
H: 2.7399 3.9065 5.6039  0.40
N: -2.7027 3.2356 -1.3249  -0.19
C: -3.5854 -4.7288 -1.0102  -0.24
H: -1.7640 0.3869 -3.4301  0.59
C: -5.0309 -2.3833 -1.9369  -0.28
C: 1.0109 2.0872 -2.3852  0.05
C: 5.1547 -4.2015 -0.2415  -1.24
C: -4.3687 -3.6487 1.0620  -0.21
C: -3.2793 -3.6489 -0.0013  1.41
H: 3.1197 -0.2389 -1.5489  0.24
C: 2.3683 3.0670 3.6765  -0.19
C: 2.8695 4.1167 0.2494  0.49
H: -2.0543 -2.0789 -0.6024  -0.65
H: 4.3069 3.6438 -1.2659  0.37
H: 4.9758 -3.0593 2.4407  0.21
H: 6.0323 -4.6244 0.2311  0.40
H: 1.4540 4.9238 1.6462  0.56
C: -5.2486 -4.6734 1.2325  -0.27
H: -0.4905 -4.6277 -0.5751  0.26
S: 2.5845 -0.6307 5.4980  -0.20
O: -0.1682 -1.5580 -1.4008  -0.25
C: 3.8355 4.4419 -0.7054  -0.37
C: -3.1907 -0.9540 -2.6320  0.04
N: 2.1828 1.2781 -2.4434  -0.33
H: 4.3672 -1.9980 4.5410  0.35
H: -2.9684 4.8364 -2.6415  0.41
S: -1.4681 4.3771 0.5926  -0.02

***

Computed values of E_tot (unit: eV) for the preceding records, in sequence: -9456.0905, -22307.1530, -39853.6776, -28930.6655, -19713.3731, -6352.3696, -113777.7715, -37984.6851, -27259.0752, -5117.4659, -129655.3015.